Entry 1:
{
  "formula": "C26H52N3O14P4",
  "method": "ωB97M-V/def2-TZVPD",
  "species": ["C", "C", "C", "C", "C", "N", "C", "N", "P", "O", "O", "O", "N", "C", "C", "C", "C", "C", "C", "C", "C", "P", "O", "O", "O", "H", "H", "H", "H", "H", "H", "H", "H", "H", "H", "H", "H", "H", "H", "H", "H", "H", "H", "H", "H", "H", "H", "O", "P", "O", "C", "C", "O", "C", "C", "O", "C", "C", "H", "H", "H", "H", "H", "H", "H", "H", "H", "H", "H", "H", "H", "H", "H", "O", "P", "O", "C", "C", "O", "C", "C", "O", "C", "C", "H", "H", "H", "H", "H", "H", "H", "H", "H", "H", "H", "H", "H", "H", "H"],
  "coordinates": [[2.254, -6.898, 0.007], [1.186, -6.384, 0.183], [-0.040, -5.561, 0.290], [0.385, -4.059, 0.277], [-0.605, -3.167, -0.492], [-0.130, -2.632, -1.799], [0.266, -1.295, -1.771], [-0.476, -0.498, -2.524], [-0.258, 1.211, -2.804], [1.103, 1.687, -2.670], [-1.355, 2.060, -1.981], [-0.671, 1.414, -4.329], [1.346, -0.777, -1.101], [2.512, -1.723, -0.978], [3.832, -1.097, -1.383], [4.701, -0.483, -0.489], [5.909, 0.030, -0.931], [6.258, -0.076, -2.273], [5.410, -0.679, -3.196], [5.746, -0.845, -4.663], [4.199, -1.184, -2.724], [0.975, -0.109, 0.435], [0.683, -1.104, 1.462], [2.258, 0.713, 0.874], [-0.209, 0.945, 0.332], [3.058, -7.587, -0.127], [-0.650, -5.816, -0.581], [-0.522, -5.843, 1.228], [1.389, -4.053, -0.151], [0.480, -3.723, 1.312], [-1.007, -2.351, 0.111], [-1.473, -3.792, -0.727], [0.531, -3.240, -2.271], [-1.258, -0.937, -3.002], [-1.915, 1.466, -1.460], [-1.612, 1.644, -4.397], [2.615, -2.031, 0.069], [2.396, -2.639, -1.552], [4.457, -0.422, 0.567], [6.617, 0.506, -0.262], [7.213, 0.294, -2.639], [6.498, -0.108, -4.945], [6.201, -1.835, -4.785], [4.855, -0.820, -5.289], [3.532, -1.684, -3.427], [2.108, 1.656, 0.697], [-0.842, 0.814, 1.054], [0.011, -3.329, 8.251], [-0.209, -3.923, 6.909], [-0.550, -2.662, 5.937], [0.471, -1.706, 5.648], [1.432, -2.223, 4.595], [-1.724, -4.532, 7.099], [-2.213, -4.911, 8.390], [-3.205, -3.885, 8.893], [0.090, -4.945, 5.675], [-0.210, -6.352, 5.782], [-1.378, -6.671, 4.880], [1.004, -1.434, 6.564], [-0.032, -0.810, 5.283], [2.011, -3.068, 4.975], [2.128, -1.441, 4.287], [0.887, -2.573, 3.720], [-1.397, -5.051, 9.098], [-2.709, -5.878, 8.273], [-2.754, -2.893, 8.934], [-3.566, -4.148, 9.888], [-4.058, -3.822, 8.216], [-0.407, -6.641, 6.814], [0.674, -6.900, 5.451], [-2.264, -6.110, 5.170], [-1.611, -7.736, 4.914], [-1.150, -6.392, 3.849], [-3.100, 7.832, -5.957], [-2.944, 6.974, -4.756], [-4.186, 7.364, -3.785], [-5.519, 7.034, -4.182], [-5.829, 5.568, -3.939], [-1.732, 7.767, -3.980], [-0.786, 8.563, -4.702], [-1.077, 10.033, -4.495], [-2.596, 5.591, -3.955], [-1.244, 5.113, -3.852], [-0.773, 5.258, -2.422], [-5.674, 7.296, -5.232], [-6.185, 7.656, -3.586], [-5.232, 4.928, -4.594], [-6.883, 5.360, -4.124], [-5.589, 5.291, -2.912], [-0.778, 8.307, -5.761], [0.204, 8.322, -4.304], [-2.093, 10.277, -4.806], [-0.379, 10.651, -5.061], [-0.994, 10.289, -3.438], [-0.585, 5.628, -4.550], [-1.255, 4.055, -4.124], [-0.793, 6.300, -2.110], [0.240, 4.872, -2.299], [-1.438, 4.717, -1.747]],
  "forces_ev_per_a": [[-0.038, -0.770, 0.031], [-0.378, 0.587, -0.085], [1.223, -0.245, -0.037], [-0.268, -0.390, 0.251], [-0.253, -0.737, 0.172], [0.155, 0.387, -0.090], [0.290, -0.118, -0.616], [-0.465, 0.882, 0.428], [0.841, 2.619, -1.314], [0.300, -0.654, 0.965], [0.217, -1.860, -0.604], [-1.032, -0.802, 0.817], [-1.311, -0.750, 0.055], [1.643, 0.063, 1.193], [-0.168, 0.148, -0.763], [-0.042, -0.027, 0.553], [0.252, -0.064, -0.509], [0.073, -0.016, -0.342], [-0.660, -0.181, -0.055], [0.514, -0.329, 0.748], [0.013, 0.030, 0.004], [0.887, 0.400, 2.693], [-0.206, -0.642, -0.532], [-0.811, 0.343, -0.908], [0.049, 0.023, -1.195], [0.136, 0.308, 0.027], [-0.261, 0.082, 0.265], [-0.406, 0.168, -0.244], [-0.150, 0.341, -0.062], [0.056, 0.125, -0.155], [0.335, 0.056, -0.056], [0.053, 0.222, -0.161], [-0.102, -0.063, -0.041], [0.098, -0.277, 0.166], [-0.159, 0.422, 0.252], [0.086, 0.062, -0.397], [-0.302, -0.038, -0.124], [-0.500, 0.260, -0.154], [-0.039, -0.013, -0.130], [-0.212, -0.087, 0.144], [-0.074, 0.083, 0.213], [-0.244, -0.002, -0.297], [-0.014, 0.134, -0.142], [0.124, 0.260, -0.026], [0.050, 0.092, 0.048], [0.510, 0.042, -0.059], [0.130, -0.119, 0.100], [2.983, -1.304, -0.432], [-6.338, 1.599, -1.019], [0.756, -0.532, 0.062], [0.238, 0.201, -0.081], [0.069, -0.205, 0.027], [0.646, -0.377, -0.142], [-0.307, 0.127, 0.187], [-0.066, 0.143, -0.069], [1.893, 0.361, 1.425], [0.168, -0.434, -0.106], [-0.219, 0.221, -0.109], [-0.073, -0.023, 0.022], [-0.135, -0.073, 0.056], [0.035, 0.052, 0.017], [-0.024, 0.015, 0.019], [-0.020, 0.102, -0.021], [0.060, 0.143, -0.045], [0.035, 0.011, -0.137], [0.120, -0.060, 0.079], [0.001, -0.019, -0.013], [-0.017, -0.064, 0.028], [-0.071, 0.102, 0.015], [0.071, 0.131, 0.057], [0.032, -0.018, 0.145], [0.081, -0.012, -0.004], [0.102, -0.103, 0.007], [-0.243, -2.959, -1.497], [0.855, 4.744, 4.706], [0.203, -0.837, -0.566], [-0.344, -0.070, -0.080], [0.144, -0.099, -0.018], [0.029, -0.752, -0.295], [0.082, 0.386, 0.038], [-0.112, 0.084, 0.096], [-0.605, -0.452, -2.247], [0.227, -0.301, 0.063], [-0.152, 0.257, 0.236], [0.058, 0.045, 0.027], [0.142, 0.078, 0.043], [-0.056, 0.004, -0.031], [0.008, 0.038, -0.024], [-0.055, 0.061, 0.024], [-0.164, 0.011, -0.001], [-0.069, -0.090, 0.091], [0.025, -0.071, -0.133], [0.012, -0.018, 0.008], [0.066, -0.009, -0.012], [-0.014, 0.058, 0.034], [-0.056, 0.059, -0.153], [0.059, 0.048, -0.146], [-0.017, -0.063, -0.103], [0.018, -0.088, -0.060]],
  "e_tot_ha": -3604.92329,
  "charge": 1,
  "multiplicity": 1
}

---

Entry 2:
{
  "formula": "C15H20IN4OOsS",
  "method": "ωB97M-V/def2-TZVPD",
  "species": ["Os", "S", "C", "C", "C", "C", "C", "N", "H", "H", "H", "H", "I", "C", "C", "C", "C", "C", "N", "H", "H", "H", "H", "C", "N", "C", "C", "O", "N", "C", "C", "H", "H", "H", "H", "H", "H", "H", "H", "H", "H", "H", "H"],
  "coordinates": [[0.331, -0.089, 0.094], [1.835, -0.719, 2.377], [2.964, -0.238, 1.199], [4.339, -0.158, 1.384], [5.136, 0.219, 0.296], [4.540, 0.498, -0.919], [3.149, 0.407, -1.047], [2.391, 0.053, -0.011], [4.763, -0.393, 2.355], [6.211, 0.287, 0.406], [5.131, 0.791, -1.778], [2.648, 0.622, -1.982], [-2.317, -0.727, -0.297], [-1.069, -2.265, -0.988], [-1.479, -3.437, -1.546], [-0.472, -4.334, -1.918], [0.864, -4.015, -1.702], [1.190, -2.811, -1.134], [0.222, -1.927, -0.783], [-2.528, -3.660, -1.687], [-0.744, -5.281, -2.373], [1.654, -4.702, -1.973], [2.214, -2.522, -0.947], [-1.034, 1.827, 3.008], [-0.619, 3.076, 2.318], [-0.999, 4.349, 2.998], [-0.012, 2.959, 1.152], [0.124, 1.701, 0.721], [0.422, 3.897, 0.323], [0.765, 3.554, -1.074], [0.766, 5.327, 0.588], [-1.517, 2.098, 3.937], [-0.186, 1.199, 3.249], [-1.743, 1.256, 2.414], [-1.613, 4.086, 3.847], [-1.591, 4.988, 2.352], [-0.137, 4.880, 3.378], [0.309, 2.629, -1.390], [1.848, 3.502, -1.203], [0.389, 4.349, -1.714], [0.667, 5.614, 1.610], [0.143, 5.971, -0.026], [1.803, 5.480, 0.300]],
  "forces_ev_per_a": [[0.146, 0.477, 0.162], [-0.187, -0.069, -0.011], [-0.126, -0.049, -0.039], [0.296, 0.036, -0.057], [0.010, -0.055, 0.234], [-0.001, 0.043, -0.150], [0.000, -0.020, 0.272], [0.201, 0.043, -0.329], [-0.012, 0.028, -0.107], [-0.029, -0.009, 0.017], [-0.035, -0.027, 0.041], [-0.015, -0.001, -0.018], [-0.067, -0.045, 0.062], [0.225, 0.206, 0.097], [0.042, -0.337, -0.145], [-0.117, -0.028, -0.024], [-0.059, -0.237, -0.114], [-0.258, 0.352, 0.114], [0.018, -0.429, -0.071], [0.032, -0.016, -0.020], [0.031, 0.051, 0.040], [-0.014, -0.036, -0.025], [0.002, 0.047, 0.025], [0.037, 0.342, 0.009], [-0.226, -0.027, 0.671], [-0.002, -0.244, -0.307], [-0.137, -0.362, -0.348], [-0.047, 0.300, 0.083], [0.369, 0.542, -0.390], [0.098, 0.166, 0.234], [-0.164, -0.457, -0.271], [-0.016, 0.049, 0.045], [0.226, -0.043, 0.008], [-0.055, 0.061, -0.100], [-0.089, -0.038, 0.045], [0.054, 0.022, -0.216], [0.227, 0.032, 0.005], [-0.140, -0.159, -0.020], [-0.018, 0.000, 0.074], [-0.021, 0.064, 0.012], [-0.132, -0.036, 0.609], [-0.133, -0.040, -0.051], [0.085, -0.095, -0.051]],
  "e_tot_ha": -1663.32193,
  "charge": 3,
  "multiplicity": 5,
  "s2": 6.038
}

---

Entry 3:
{
  "formula": "C3H7NO2P",
  "method": "ωB97M-V/def2-TZVPD",
  "species": ["C", "C", "N", "C", "P", "O", "O", "H", "H", "H", "H", "H", "H", "H"],
  "coordinates": [[1.653, 1.930, -0.439], [0.609, 0.773, -0.221], [0.205, 0.108, -1.212], [-0.879, -1.004, -0.795], [-0.431, -1.839, 0.904], [-1.398, -2.952, 1.087], [-1.113, -0.758, 2.053], [2.500, 1.644, 0.235], [1.113, 2.926, -0.384], [2.086, 1.830, -1.468], [0.184, 0.609, 0.863], [-0.827, -1.728, -1.641], [-1.733, -0.448, -1.075], [-1.968, -1.091, 2.092]],
  "forces_ev_per_a": [[-0.590, -1.433, -0.566], [-0.111, 1.049, 0.976], [-1.078, -1.748, 0.940], [2.663, 1.064, -1.454], [0.917, 1.194, 0.043], [-1.280, -1.976, -0.332], [2.838, 1.533, -0.557], [-0.703, 1.261, -0.052], [1.155, -1.008, 0.574], [-0.626, 0.073, 0.693], [0.968, 0.491, -1.929], [0.280, -0.036, 0.788], [-1.705, 0.492, 0.568], [-2.727, -0.955, 0.309]],
  "e_tot_ha": -665.12387,
  "smiles": "C/C=N/CP([O-])O",
  "charge": -1,
  "multiplicity": 1
}